Entry 1:
Below is a molecular structure, C25H41AgCl2NO4PS, with properties calculated with ωB97M-V/def2-TZVPD.

```
76
Properties=species:S:1:pos:R:3:lowdin_charge:R:1
Ag 0.3001 -0.3875 -0.3024 0.64
Cl -2.2275 -1.5452 -0.7948 0.55
C -2.8502 -0.1207 -1.6475 -0.96
Cl -1.8290 1.2871 -1.3094 0.53
H -3.8521 0.0845 -1.2937 0.03
H -2.8354 -0.3186 -2.7114 0.03
N 1.2455 0.0929 -2.4656 0.03
C 2.1300 -1.0625 -2.4422 -0.36
C 1.6005 -2.3204 -2.1556 -0.08
C 2.4496 -3.4084 -2.0250 -0.05
C 3.8217 -3.2435 -2.1781 -0.26
C 4.3385 -2.0018 -2.4979 -0.05
C 3.4913 -0.9087 -2.6429 -0.04
S 4.9104 -4.6260 -1.7638 0.40
O 6.2350 -4.1577 -2.1173 -0.35
O 4.6777 -4.7393 -0.3253 -0.37
O 4.3967 -5.7385 -2.5342 -0.35
H 0.6274 0.0443 -3.2685 0.09
H 1.8086 0.9272 -2.5736 0.08
H 0.5222 -2.4425 -2.0804 0.08
H 2.0722 -4.4003 -1.8054 0.12
H 5.4111 -1.9060 -2.6175 0.11
H 3.8898 0.0708 -2.8878 0.11
O 0.3065 -0.0768 1.8927 -0.44
P 1.0904 -0.9084 2.8961 0.83
C 1.8861 0.2555 4.0751 -0.34
C 0.9177 0.6863 5.1976 -0.18
C 1.3009 2.0577 5.7868 -0.19
C 2.8072 2.2835 5.6956 -0.20
C 3.2443 2.3669 4.2240 -0.18
C 2.3558 1.5034 3.3150 -0.20
C 2.2357 -2.0276 2.0083 -0.34
C 2.8151 -3.2103 2.7898 -0.16
C 4.0291 -2.8348 3.6393 -0.18
C 5.1070 -2.2210 2.7466 -0.18
C 4.5673 -0.9609 2.0709 -0.18
C 3.3371 -1.2932 1.2220 -0.18
C -0.1103 -1.9289 3.8274 -0.34
C -0.8612 -2.8730 2.8769 -0.21
C -1.9882 -3.5568 3.6521 -0.18
C -1.4571 -4.3571 4.8669 -0.18
C 0.0403 -4.1411 5.1017 -0.20
C 0.4056 -2.6547 5.0984 -0.18
H 2.7522 -0.2494 4.5093 0.11
H 0.9244 -0.0648 5.9887 0.10
H -0.0996 0.7495 4.8047 0.11
H 0.9678 2.1079 6.8242 0.11
H 0.7860 2.8571 5.2475 0.11
H 3.3176 1.4558 6.1972 0.11
H 3.0909 3.1964 6.2210 0.11
H 4.2854 2.0466 4.1363 0.11
H 3.1981 3.4024 3.8806 0.11
H 2.8990 1.2423 2.4063 0.09
H 1.4693 2.0546 2.9974 0.12
H 1.5290 -2.4275 1.2657 0.10
H 3.1436 -3.9441 2.0525 0.13
H 2.0460 -3.6863 3.3944 0.07
H 4.4098 -3.7326 4.1296 0.12
H 3.7556 -2.1270 4.4308 0.09
H 5.3869 -2.9542 1.9844 0.12
H 6.0003 -1.9822 3.3277 0.11
H 5.3294 -0.5156 1.4279 0.12
H 4.3224 -0.2254 2.8421 0.08
H 3.6554 -1.9698 0.4246 0.11
H 2.9316 -0.3934 0.7452 0.09
H -0.8418 -1.1743 4.1307 0.11
H -0.1910 -3.6218 2.4455 0.12
H -1.2796 -2.2896 2.0538 0.08
H -2.5518 -4.2099 2.9842 0.11
H -2.6780 -2.7809 3.9941 0.11
H -1.6356 -5.4233 4.7221 0.11
H -2.0043 -4.0641 5.7657 0.11
H 0.6089 -4.6738 4.3377 0.10
H 0.3262 -4.5757 6.0610 0.12
H 1.4864 -2.5416 5.2133 0.10
H -0.0503 -2.1912 5.9761 0.11
```

Calculated values
- E: -3139.8765 Ha
- Molar mass: 661.42 g/mol
- Kohn-Sham gap: 7.384 eV
- Charge: 0
- HOMO: -0.283 Ha
- ΔE to the lowest compared entry with this formula, charge and spin: 40.9 kJ/mol
- LUMO level: -0.3 eV


Entry 2:
Below is a molecular structure, C25H41AsBaN2OSSi3 in a non-equilibrium geometry, with properties calculated with ωB97M-V/def2-TZVPD.

```
75
Properties=species:S:1:pos:R:3:lowdin_charge:R:1
Ba 0.5844 2.1292 -0.1597 1.68
N 4.6433 2.0980 1.6570 0.19
C 3.3587 2.3357 1.3406 -0.58
O 2.9526 2.1220 0.1848 -0.31
C 2.4575 2.8234 2.4396 -0.28
C 1.1397 2.0191 2.4317 -0.40
H 5.2833 1.7768 0.9506 0.12
H 4.9866 2.2577 2.5859 0.11
H 2.2335 3.8754 2.2222 0.11
H 3.0032 2.7965 3.3932 0.10
H 0.4429 2.5110 3.1196 0.00
H 1.3453 1.0261 2.8618 -0.02
S -4.0727 4.4820 -0.5484 1.11
C -4.4951 2.8105 -0.3861 -0.47
C -5.7498 2.2145 -0.4039 -0.09
C -5.8259 0.8434 -0.2322 -0.09
C -4.6699 0.0842 -0.0389 -0.09
C -3.4229 0.6796 -0.0249 -0.03
C -3.3261 2.0573 -0.2077 -0.31
N -2.1525 2.7898 -0.2130 -0.04
C -2.3645 4.0637 -0.3599 -0.51
C -1.3317 5.1057 -0.3749 -0.31
C -1.7346 6.4500 -0.3549 -0.09
C -0.7918 7.4579 -0.3658 -0.10
C 0.5560 7.1182 -0.3909 -0.11
C 0.9346 5.7816 -0.4006 -0.18
C 0.0255 4.7110 -0.3975 -0.28
H -6.6425 2.8105 -0.5428 0.11
H -6.7914 0.3540 -0.2445 0.10
H -4.7516 -0.9852 0.1080 0.09
H -2.5228 0.0969 0.1352 0.08
H -2.7884 6.7075 -0.3169 0.07
H -1.0983 8.4961 -0.3475 0.10
H 1.3067 7.9013 -0.4022 0.09
H 2.0033 5.5660 -0.4129 0.07
C 1.8584 -4.5178 -2.2606 -0.20
Si 1.7772 -2.6412 -2.1842 0.24
C 0.9958 -2.0304 -3.7868 -0.22
C 3.5342 -1.9702 -2.1020 -0.22
As 0.5436 -1.6745 -0.4253 0.77
Si 1.6565 -2.4601 1.4936 0.25
C 0.6148 -2.1141 3.0189 -0.21
C 2.0753 -4.2962 1.4451 -0.21
C 3.2414 -1.4618 1.6543 -0.21
Si -1.4434 -2.9503 -0.5226 0.26
C -2.4121 -2.1640 -1.9394 -0.23
C -2.3136 -2.7368 1.1370 -0.23
C -1.4344 -4.8103 -0.8318 -0.21
H 2.4233 -4.8259 -3.1444 0.04
H 0.8617 -4.9537 -2.3298 0.00
H 2.3473 -4.9400 -1.3811 0.01
H 1.6649 -2.2134 -4.6313 0.03
H 0.7913 -0.9583 -3.7417 0.02
H 0.0519 -2.5416 -3.9902 0.02
H 4.0725 -2.1970 -3.0257 0.03
H 4.0926 -2.4122 -1.2736 0.01
H 3.5316 -0.8856 -1.9660 0.03
H -0.2004 -2.8315 3.1298 0.01
H 0.1844 -1.1103 2.9811 0.02
H 1.2427 -2.1763 3.9111 0.04
H 1.2170 -4.8882 1.1182 0.01
H 2.3711 -4.6474 2.4369 0.03
H 2.9020 -4.4921 0.7584 0.02
H 3.0093 -0.3946 1.6869 0.00
H 3.9201 -1.6321 0.8158 0.01
H 3.7664 -1.7239 2.5767 0.04
H -2.2197 -1.0917 -2.0008 0.01
H -3.4902 -2.3045 -1.8265 0.03
H -2.1176 -2.6112 -2.8923 0.02
H -2.1610 -1.7437 1.5639 0.02
H -1.9262 -3.4684 1.8502 0.02
H -3.3888 -2.9082 1.0419 0.03
H -1.2029 -5.0585 -1.8684 0.01
H -2.4348 -5.1927 -0.6125 0.04
H -0.7269 -5.3369 -0.1870 0.02
```

Calculated values
- E: -4690.0178 Ha
- Molar mass: 714.19 g/mol
- Kohn-Sham gap: 6.751 eV
- Charge: 0
- HOMO: -0.238 Ha
- ΔE to the lowest compared entry with this formula, charge and spin: 47.3 kJ/mol
- LUMO level: 0.3 eV


Entry 3:
Below is a molecular structure, C25H41Cl3O2P2Pb in a non-equilibrium geometry, with properties calculated with ωB97M-V/def2-TZVPD.

```
74
Properties=species:S:1:pos:R:3:lowdin_charge:R:1
Pb 0.0139 0.3038 -1.8306 1.42
C -0.8114 -2.5824 3.6023 -0.13
C 0.4823 -2.9180 3.1076 -0.13
C 0.7273 -1.2069 4.6358 -0.12
C -0.6641 -1.5039 4.5270 -0.11
C 1.4279 -2.0495 3.7241 -0.12
C -2.0692 -3.2540 3.2329 0.00
H -2.0682 -3.5261 2.1684 0.08
H -2.9287 -2.6027 3.4295 0.09
H -2.2179 -4.1826 3.8081 0.12
C -1.7414 -0.7712 5.2102 0.01
H -2.6984 -1.2914 5.0861 0.09
H -1.8449 0.2461 4.7985 0.08
H -1.5304 -0.6761 6.2851 0.11
C 1.3406 -0.1861 5.4798 -0.01
H 0.7365 0.0010 6.3753 0.10
H 1.4142 0.7604 4.9267 0.05
H 2.3544 -0.4754 5.7847 0.11
C 2.8794 -2.0206 3.4841 0.01
H 3.4250 -2.5996 4.2460 0.12
H 3.2535 -0.9886 3.5206 0.10
H 3.1222 -2.4434 2.5007 0.09
C 0.8020 -3.9931 2.1539 0.00
H 1.0778 -4.9243 2.6736 0.12
H 1.6506 -3.7128 1.5178 0.09
H -0.0590 -4.2167 1.5127 0.08
C -1.0603 1.5201 -3.3979 -0.40
C -2.0800 0.4147 -3.6438 -0.54
C -1.5935 -0.6771 -4.6594 -0.16
C -0.0997 -1.1053 -4.7244 -0.15
C 0.8872 -0.6990 -3.6393 -0.27
C 1.6188 0.5175 -3.5892 -0.18
C 1.3009 1.7566 -4.3713 -0.14
C -0.2175 1.9333 -4.5878 -0.18
H -1.8574 -0.2757 -5.6503 0.13
H 0.2932 -0.7948 -5.7119 0.14
H -2.2018 -1.5868 -4.5373 0.10
H -0.5179 1.3812 -5.4891 0.11
H -1.4628 2.3822 -2.8358 0.11
H -3.0474 0.7915 -4.0537 0.13
H -0.4379 2.9987 -4.7660 0.14
H 1.6910 2.6391 -3.8369 0.11
H 2.6482 0.4708 -3.2317 0.12
H 1.8080 1.7609 -5.3484 0.16
H -0.1144 -2.2144 -4.7279 0.13
H 1.3206 -1.5531 -3.0863 0.12
P -2.7537 -0.1298 -2.0303 0.99
C -3.7282 1.0447 -1.0951 -0.18
C -3.1444 -1.8801 -1.9964 -0.22
P 2.5804 2.6358 -0.1267 0.86
C 0.9762 2.3209 -1.0117 -0.42
C 3.5224 1.1674 -0.7529 -0.29
C 3.1217 3.9549 -1.2702 -0.29
H -3.1438 1.2607 -0.1814 0.04
H -4.6768 0.5673 -0.8060 0.08
H -3.9528 1.9909 -1.6135 0.09
H -2.2026 -2.4594 -1.9286 0.06
H -3.6928 -2.1733 -2.9049 0.07
H -3.7410 -2.1066 -1.0977 0.07
H 2.5641 3.9695 -2.2127 0.02
H 4.1932 3.8369 -1.4484 0.05
H 2.9248 4.8815 -0.7183 0.04
H 0.1349 2.5468 -0.3427 -0.06
H 0.8894 2.9743 -1.8968 0.01
H 3.8593 0.6379 0.1469 0.03
H 4.3933 1.4211 -1.3775 0.05
H 2.8236 0.5139 -1.2930 -0.04
Cl -0.0423 2.6053 4.1844 0.64
C -0.7149 2.5231 2.5418 -1.45
Cl -2.4867 2.5775 2.6298 0.60
Cl -0.1347 3.9762 1.6631 0.60
C -0.2795 1.1258 1.8058 -0.80
O -1.1333 0.6162 1.0221 -0.19
O 0.8932 0.7541 2.0376 -0.06
```

Calculated values
- E: -3382.9839 Ha
- Molar mass: 749.11 g/mol
- Kohn-Sham gap (alpha / beta): 4.846 / 4.843 eV
- Charge: +2
- HOMO (alpha / beta): -0.482 / -0.482 Ha
- ΔE to the lowest compared entry with this formula, charge and spin: 0.0 kJ/mol
- LUMO level (alpha / beta): -8.3 / -8.3 eV


Entry 4:
Below is a gas-phase ion, C25H41F6N4O8 (charge +1) in a non-equilibrium geometry, with properties calculated with ωB97M-V/def2-TZVPD.

```
84
Properties=species:S:1:pos:R:3:lowdin_charge:R:1
C -2.7339 -1.3238 3.0465 -0.07
C -2.0342 -0.1101 2.3094 -0.18
C -1.8456 -0.3111 0.7730 -0.12
C -0.3816 -0.6681 0.2269 -0.24
C 0.3046 0.7226 0.4285 -0.12
C 1.8577 0.8511 0.4651 -0.18
C 2.2475 2.0627 1.4107 -0.16
C 3.4635 2.8165 0.7566 -0.15
C 3.6223 4.2481 1.4190 -0.16
O 3.1109 4.2563 2.7641 -0.04
C 2.0237 5.0841 2.9225 -0.53
C 0.7722 4.5141 3.6273 0.02
O 2.0147 6.2080 2.5771 0.15
C 0.2982 -1.7728 1.1281 -0.17
C 0.8639 -1.3527 2.5037 -0.13
O 0.2599 -2.0229 3.6360 -0.12
N 0.9879 -3.1654 3.9430 -0.04
O 0.5109 -3.7286 4.8499 0.10
C -0.5589 -3.1121 1.1339 -0.10
C -1.3761 -3.3211 -0.1892 -0.09
C -0.5355 -2.6465 -1.3235 -0.22
C -0.8613 -3.2689 -2.7332 -0.20
N 0.0072 -4.3983 -3.1169 0.03
N -0.4632 -1.1352 -1.2393 0.01
C 0.6508 -0.6995 -2.1579 -0.03
C 1.9558 -1.5036 -2.4174 -0.32
O 2.4365 -0.9905 -3.6681 -0.02
C 3.1722 -1.4194 -1.4496 -0.20
N 4.3111 -2.1203 -2.1421 0.01
C -1.7125 -0.6053 -1.8983 -0.26
O -2.7086 -1.1904 -1.8959 0.26
C -1.8793 0.7062 -2.7309 -0.30
F -0.9858 1.7024 -2.5738 0.14
F -1.7464 0.3037 -4.0449 0.13
C -3.3261 1.3568 -2.7276 -0.34
F -4.1854 0.6918 -3.4844 0.20
F -3.1479 2.5385 -3.4079 0.14
C -3.9264 1.7917 -1.3641 -0.34
F -3.1077 2.6622 -0.6957 0.12
F -4.3758 0.7953 -0.5980 0.17
C -5.2285 2.6592 -1.7170 -0.43
O -6.1947 2.0558 -1.9546 0.22
O -5.1897 4.0102 -1.6843 0.15
H -3.7405 -1.0225 3.4047 0.08
H -2.1862 -1.6569 3.9408 0.07
H -2.9371 -2.1465 2.3310 0.06
H -2.8000 0.6913 2.4121 0.12
H -1.1723 0.2898 2.8667 0.10
H -2.0847 0.6808 0.3325 0.10
H -2.5976 -1.0785 0.5284 0.10
H -0.0415 1.3764 -0.4064 0.12
H -0.0554 1.2631 1.3252 0.11
H 2.4239 -0.0304 0.8065 0.10
H 2.1962 1.1744 -0.5394 0.09
H 2.5748 1.7301 2.4082 0.12
H 1.4248 2.8002 1.4222 0.10
H 3.3269 2.9512 -0.3336 0.11
H 4.4154 2.2780 0.9324 0.12
H 3.1145 4.9713 0.7541 0.13
H 4.6902 4.5355 1.4527 0.13
H 1.0796 4.0281 4.5760 0.09
H 0.0657 5.3163 3.8919 0.09
H 0.2467 3.7693 2.9984 0.06
H 1.2106 -2.0538 0.5533 0.11
H 1.9379 -1.6310 2.5833 0.13
H 0.8363 -0.2816 2.7597 0.12
H -1.1560 -3.2366 2.0482 0.10
H 0.1986 -3.9280 1.1535 0.13
H -2.4382 -3.0403 -0.1563 0.11
H -1.3360 -4.4055 -0.4222 0.14
H 0.4393 -3.1270 -1.0960 0.14
H -1.8705 -3.7276 -2.6383 0.13
H -0.9366 -2.5726 -3.5858 0.13
H 0.7456 -4.1013 -3.7463 0.08
H 0.3646 -4.8882 -2.3023 0.08
H 0.2106 -0.7635 -3.1828 0.14
H 0.9232 0.3719 -2.1281 0.14
H 1.8210 -2.5794 -2.6530 0.13
H 3.0675 -0.2762 -3.4865 0.11
H 3.5225 -0.3692 -1.3654 0.11
H 3.0700 -1.9271 -0.4722 0.11
H 4.2715 -3.0772 -1.7810 0.08
H 5.1843 -1.7649 -1.7475 0.08
H -4.3764 4.2868 -2.1453 0.13
```

Calculated values
- E: -2396.8533 Ha
- Molar mass: 639.61 g/mol
- Kohn-Sham gap: 8.558 eV
- Charge: +1
- HOMO: -0.461 Ha
- SMILES string: CCC[C@@]1(CCCCCOC(C)=O)[C@@H](CON=O)CC[C@@H](CN)[N@@+]1(C[C@@H](O)CN)C(=O)C(F)(F)C(F)(F)C(F)(F)C(=O)O
- LUMO level: -4.0 eV


Question: Which value of molar mass does entry 4 give?
Answer: 639.61 g/mol


Question: Which of these has the lowest E?
Answer: C25H41AsBaN2OSSi3